Formula: C6H16O3
Source: OMol25
Level of theory: wB97M-V/def2-TZVPD

DFT total energy ... -12620.469 eV
2S+1 ... 1
Relative energy (zero: lowest compared OMol25 entry of this formula, charge and spin) ... 310.7 kJ/mol
Net charge ... 0
Highest occupied orbital energy ... -9.75 eV
SMILES ... CC(C)O.C=CC.OO

Each line ends with the Löwdin charge.
Element x y z (Å)
C: -0.01 -2.55 0.37  -0.2258
C: 1.22 -3.15 0.96  -0.1021
C: -0.09 -2.04 -0.85  -0.0475
O: 0.42 -0.20 2.08  -0.1359
O: 1.77 -0.03 2.49  -0.0886
H: 2.23 -0.81 2.13  0.0629
H: -0.89 -2.59 1.00  0.1052
H: 2.10 -2.90 0.37  0.0797
H: 1.12 -4.24 0.97  0.0809
H: 1.35 -2.83 1.98  0.0663
H: 0.75 -2.07 -1.52  0.0706
H: 0.21 0.04 -0.80  0.0669
H: -1.04 -1.75 -1.28  0.0616
C: -0.89 1.69 -0.60  -0.4872
C: -0.98 2.01 -2.10  -0.0515
C: -0.79 2.96 0.24  -0.0436
O: 0.27 0.91 -0.33  -0.0924
H: 0.36 0.36 1.24  0.0531
H: -1.78 1.12 -0.30  0.1422
H: -1.05 1.09 -2.68  0.0735
H: -0.10 2.56 -2.41  0.0843
H: -1.87 2.61 -2.30  0.0800
H: 0.09 3.52 -0.05  0.0864
H: -0.71 2.70 1.29  0.0796
H: -1.67 3.58 0.09  0.0817